(1)
{"formula": "C26H29BaN7", "method": "ωB97M-V/def2-TZVPD", "species": ["Ba", "C", "C", "C", "C", "C", "C", "C", "C", "N", "C", "C", "C", "C", "N", "C", "C", "C", "C", "C", "C", "C", "C", "H", "H", "H", "H", "H", "H", "H", "H", "H", "H", "H", "H", "H", "H", "H", "H", "H", "H", "H", "H", "H", "H", "H", "H", "N", "C", "N", "C", "N", "C", "C", "N", "C", "C", "N", "H", "H", "H", "H", "H"], "coordinates": [[0.3164, 0.0069, -0.1434], [3.4735, 2.5151, 0.8345], [3.9158, 1.5100, -0.1981], [4.6702, 1.9026, -1.2990], [5.1025, 0.9758, -2.2351], [4.7794, -0.3645, -2.0890], [4.0225, -0.8019, -1.0085], [3.6923, -2.2584, -0.8199], [3.6147, 0.1480, -0.0655], [2.7225, -0.2609, 0.9658], [3.0138, -0.3861, 2.1943], [4.3784, -0.2536, 2.7808], [1.8315, -0.6723, 3.1093], [2.1045, -1.1079, 4.5110], [0.6772, -0.4901, 2.5993], [-0.5128, -0.6828, 3.3724], [-1.0304, 0.4069, 4.0750], [-0.3077, 1.7256, 4.0961], [-2.2312, 0.2308, 4.7543], [-2.9032, -0.9825, 4.7145], [-2.3777, -2.0425, 3.9909], [-1.1713, -1.9117, 3.3092], [-0.5706, -3.0675, 2.5537], [3.6090, 3.5297, 0.4645], [4.0580, 2.4269, 1.7530], [2.4225, 2.4004, 1.1197], [4.9316, 2.9474, -1.4133], [5.6954, 1.2987, -3.0798], [5.1228, -1.0859, -2.8196], [3.9330, -2.8312, -1.7124], [2.6335, -2.4208, -0.5896], [4.2543, -2.6871, 0.0124], [5.1167, -0.0504, 2.0084], [4.6540, -1.1704, 3.3053], [4.4025, 0.5507, 3.5194], [2.6863, -2.0326, 4.5085], [1.1832, -1.2717, 5.0636], [2.7053, -0.3613, 5.0339], [-0.1245, 2.0951, 3.0815], [0.6648, 1.6491, 4.5873], [-0.8866, 2.4770, 4.6289], [-2.6363, 1.0561, 5.3276], [-3.8300, -1.1064, 5.2586], [-2.8954, -2.9934, 3.9670], [-1.2482, -3.9181, 2.5394], [0.3667, -3.3982, 3.0061], [-0.3412, -2.8103, 1.5133], [-3.8161, 1.6712, 1.8583], [-3.0823, 0.6161, 1.5159], [-2.0697, 1.0172, 0.7636], [-2.2477, 2.3764, 0.6990], [-3.2971, 2.8021, 1.3557], [-1.3369, 3.2789, -0.0188], [-1.6123, 4.6399, -0.1420], [-0.7945, 5.4573, -0.7856], [0.3035, 4.9299, -1.3173], [0.5893, 3.5795, -1.1980], [-0.2285, 2.7492, -0.5456], [-4.6530, 1.7040, 2.4213], [-3.2943, -0.3930, 1.8340], [-2.5117, 5.0581, 0.2923], [0.9660, 5.5984, -1.8520], [1.4903, 3.1579, -1.6305]], "forces_ev_per_a": [[-0.01, -0.02, -0.03], [0.01, 0.00, 0.01], [0.00, 0.01, 0.03], [0.00, 0.00, -0.01], [-0.01, 0.00, 0.01], [0.01, 0.00, -0.02], [-0.03, -0.01, 0.02], [0.02, 0.01, -0.01], [0.04, 0.03, 0.00], [-0.10, 0.00, 0.00], [0.03, 0.02, 0.03], [0.01, -0.01, -0.02], [-0.03, 0.02, 0.02], [-0.01, -0.01, -0.01], [0.05, -0.04, -0.06], [-0.01, 0.07, -0.06], [-0.02, 0.00, 0.05], [0.01, 0.00, -0.03], [0.00, 0.00, 0.00], [0.00, 0.01, 0.01], [0.01, -0.03, 0.00], [0.03, 0.01, -0.05], [0.00, 0.00, 0.05], [0.00, 0.00, 0.00], [0.00, 0.01, -0.01], [-0.01, 0.00, -0.02], [0.00, 0.00, 0.00], [0.00, 0.00, 0.00], [0.00, 0.00, 0.00], [0.00, 0.00, 0.00], [0.00, -0.01, 0.00], [-0.01, 0.00, 0.00], [0.00, 0.00, 0.00], [0.00, 0.00, 0.00], [-0.01, 0.00, 0.00], [0.01, 0.00, 0.00], [0.00, 0.00, 0.00], [0.00, 0.00, 0.00], [0.00, 0.00, 0.01], [0.00, -0.01, 0.01], [0.00, 0.00, 0.00], [0.00, 0.00, 0.00], [0.00, -0.01, 0.00], [-0.01, 0.00, 0.01], [0.00, 0.00, -0.01], [0.00, 0.00, -0.01], [0.00, -0.01, -0.02], [0.01, -0.02, 0.01], [-0.03, 0.01, -0.02], [0.05, 0.04, 0.08], [-0.02, -0.05, 0.04], [-0.01, 0.05, -0.04], [0.00, 0.03, -0.01], [-0.01, -0.03, 0.01], [0.03, 0.00, -0.01], [-0.05, 0.04, -0.01], [0.00, -0.05, 0.02], [0.06, -0.07, 0.01], [0.00, 0.00, 0.00], [0.00, 0.00, 0.00], [0.00, 0.00, -0.01], [0.02, -0.02, 0.00], [0.01, 0.02, 0.00]], "lowdin_charge": [1.86, -0.03, -0.23, -0.03, -0.04, -0.02, -0.22, -0.02, -0.28, -0.07, -0.25, 0.02, -0.25, 0.02, 0.01, -0.25, -0.23, -0.01, -0.04, -0.06, -0.04, -0.23, -0.02, 0.09, 0.09, 0.06, 0.12, 0.12, 0.13, 0.09, 0.06, 0.10, 0.10, 0.11, 0.11, 0.11, 0.10, 0.10, 0.07, 0.09, 0.09, 0.12, 0.12, 0.12, 0.09, 0.09, 0.05, 0.08, -0.14, -0.04, -0.33, 0.16, -0.21, -0.03, 0.13, -0.07, -0.11, -0.04, 0.18, 0.14, 0.13, 0.13, 0.11], "total_charge": 2, "total_energy_ha": -1416.565715, "de_lowest_kcal_mol": 0.0}



(2)
{"formula": "C26H29BrN6O4Ti", "method": "ωB97M-V/def2-TZVPD", "species": ["Ti", "Br", "C", "C", "C", "C", "C", "C", "N", "N", "C", "C", "C", "C", "O", "C", "N", "C", "C", "C", "C", "H", "H", "H", "H", "H", "H", "H", "H", "H", "C", "C", "C", "O", "C", "O", "O", "H", "H", "H", "H", "H", "H", "H", "C", "C", "N", "C", "N", "C", "C", "C", "N", "C", "H", "H", "H", "H", "H", "H", "H", "H", "H", "H", "H", "H", "H"], "coordinates": [[0.1580, 0.0995, 0.1344], [-2.2342, 5.7800, -6.5222], [-0.6774, 5.8919, -5.4603], [0.5604, 6.1106, -6.0639], [1.6974, 6.1422, -5.2901], [1.6136, 5.9004, -3.9094], [0.3540, 5.7469, -3.3025], [-0.7827, 5.7552, -4.0745], [2.8079, 5.8367, -3.2385], [2.9903, 5.3287, -2.1472], [2.3992, 4.4055, -1.3862], [2.3235, 4.5956, 0.0050], [1.7976, 3.6379, 0.8477], [1.3674, 2.4102, 0.3343], [0.8078, 1.4141, 1.0326], [1.4978, 2.1566, -1.0446], [1.0939, 0.9075, -1.4529], [1.0800, 0.6542, -2.7656], [1.5573, 1.5530, -3.7043], [2.0723, 2.7786, -3.2951], [2.0104, 3.1314, -1.9492], [0.6182, 6.2702, -7.1288], [2.6688, 6.3112, -5.7284], [0.2762, 5.6639, -2.2281], [-1.7531, 5.6550, -3.6134], [2.6294, 5.5505, 0.4042], [1.7078, 3.8324, 1.9061], [0.6994, -0.3166, -3.0716], [1.5413, 1.2913, -4.7488], [2.5057, 3.4436, -4.0280], [-2.7500, -2.6330, -0.4531], [-2.0096, -1.5617, -1.2337], [-2.5189, -1.3394, -2.6481], [-0.5621, -1.8378, -1.2550], [-1.8297, -0.2652, -0.4457], [-1.4062, 0.7472, -1.0421], [-1.5679, -0.3751, 0.7906], [-2.6340, -3.6026, -0.9322], [-3.8103, -2.3958, -0.4153], [-2.3721, -2.6859, 0.5690], [-2.3298, -2.2208, -3.2567], [-2.0254, -0.4774, -3.0950], [-3.5888, -1.1523, -2.6374], [-0.4574, -2.7795, -1.4816], [5.4157, -1.0052, 0.3727], [4.6142, -0.8968, -0.9130], [3.1991, -1.0280, -0.6034], [2.6931, -1.4350, 0.5808], [1.3801, -1.2378, 0.7691], [0.7832, -1.8214, 1.9847], [1.7721, -1.7709, 3.1442], [3.0149, -2.5406, 2.7286], [3.4986, -2.0413, 1.4543], [4.9082, -2.2155, 1.1425], [5.2795, -0.1075, 0.9774], [6.4741, -1.1166, 0.1507], [4.9071, -1.6853, -1.6141], [4.7793, 0.0686, -1.3963], [2.5404, -0.6260, -1.2566], [0.5038, -2.8667, 1.7816], [-0.1186, -1.2516, 2.2510], [1.3346, -2.2229, 4.0331], [2.0244, -0.7287, 3.3608], [2.7960, -3.6117, 2.6435], [3.8052, -2.4170, 3.4705], [5.0472, -3.1260, 0.5537], [5.4515, -2.3272, 2.0800]], "forces_ev_per_a": [[1.26, -1.58, 0.72], [0.23, 0.08, 0.15], [0.09, 0.00, 0.00], [-0.49, -0.01, -0.09], [0.16, -0.17, 0.63], [-1.75, -0.25, -0.60], [0.49, 0.08, -0.09], [-0.19, -0.02, -0.24], [1.14, 0.89, -0.51], [1.60, 0.43, 0.21], [-1.15, -1.03, 0.90], [-0.04, 0.30, -0.89], [-0.51, -1.25, -0.05], [1.10, 2.05, -1.12], [-0.02, 0.77, 1.42], [0.38, 0.64, 0.43], [0.33, 0.82, -0.92], [-0.07, -0.19, -0.21], [0.18, 0.14, 0.10], [-0.19, -0.32, 0.01], [-0.10, -0.05, 0.68], [0.00, -0.02, -0.10], [0.10, 0.05, -0.03], [-0.03, -0.03, 0.08], [-0.09, -0.01, -0.01], [0.11, 0.04, 0.01], [-0.02, 0.02, 0.09], [-0.02, 0.10, 0.09], [0.03, -0.10, -0.09], [-0.01, 0.06, -0.01], [0.25, 0.27, 0.10], [-0.62, -0.17, -0.36], [0.16, 0.13, 0.29], [-0.41, -0.20, -0.30], [-2.14, -0.62, -1.48], [-0.37, 0.11, -0.23], [-0.44, 0.01, 0.99], [-0.02, -0.07, -0.10], [-0.09, -0.02, -0.02], [-0.05, -0.09, -0.08], [-0.02, -0.08, -0.01], [-0.01, -0.07, -0.05], [-0.13, -0.01, -0.01], [0.25, 0.39, 0.24], [-0.15, -0.15, -0.11], [0.44, -0.08, -0.05], [-0.30, 0.05, 0.24], [0.62, -0.07, -0.72], [0.56, -0.74, 0.48], [-0.01, -0.24, 0.38], [0.01, -0.06, -0.28], [-0.37, -0.04, 0.51], [-0.42, 0.38, -0.19], [0.50, 0.06, -0.27], [0.05, 0.03, 0.03], [0.02, 0.02, -0.01], [0.00, 0.11, 0.05], [-0.02, -0.06, 0.01], [0.23, -0.19, 0.30], [-0.18, 0.30, 0.06], [0.15, -0.30, 0.00], [-0.01, 0.05, -0.01], [0.00, -0.09, 0.07], [0.05, 0.09, 0.05], [-0.02, -0.01, -0.09], [0.05, -0.04, 0.05], [-0.09, -0.04, -0.03]], "lowdin_charge": [1.22, 0.81, -0.66, -0.10, 0.01, -0.28, -0.01, -0.11, 0.11, 0.10, -0.21, 0.02, 0.05, -0.27, -0.08, -0.13, -0.03, -0.07, 0.01, 0.07, -0.05, 0.11, 0.13, 0.12, 0.11, 0.13, 0.14, 0.13, 0.13, 0.13, 0.02, -0.47, 0.02, -0.04, -0.54, 0.07, 0.01, 0.11, 0.11, 0.10, 0.11, 0.09, 0.11, 0.15, -0.13, -0.15, 0.11, -0.30, -0.07, -0.17, -0.12, -0.12, -0.01, -0.11, 0.13, 0.13, 0.13, 0.13, 0.10, 0.14, 0.11, 0.14, 0.13, 0.14, 0.14, 0.14, 0.14], "total_charge": 2, "total_energy_ha": -5060.694475, "de_lowest_kcal_mol": 43.6}



(3)
{"formula": "C26H29InNO2", "method": "ωB97M-V/def2-TZVPD", "species": ["O", "C", "O", "C", "C", "In", "C", "C", "C", "C", "C", "N", "H", "H", "H", "H", "H", "H", "H", "H", "H", "H", "H", "C", "C", "C", "C", "C", "C", "H", "H", "H", "H", "H", "H", "C", "C", "C", "C", "C", "C", "H", "H", "H", "H", "H", "H", "C", "C", "C", "C", "C", "C", "H", "H", "H", "H", "H", "H"], "coordinates": [[1.9836, 1.1674, 3.9763], [1.0620, 2.0190, 3.8659], [0.8903, 2.7314, 2.6458], [-0.5554, 2.8453, 2.4156], [-1.0976, 1.5101, 1.6634], [0.0485, 1.3740, -0.2955], [0.7334, 3.5296, -0.7380], [-0.3658, 4.4920, -1.1511], [-0.0253, 5.9699, -1.4226], [1.4777, 6.2400, -1.2092], [2.3942, 5.0943, -0.8294], [2.1347, 3.7181, -0.5711], [0.3324, 2.1935, 4.7361], [-0.7188, 3.7827, 1.7700], [-1.1445, 3.0343, 3.3898], [-0.9778, 0.6017, 2.3418], [-2.1969, 1.7351, 1.3877], [1.4099, 0.2091, -0.2723], [-1.0334, 0.9055, -1.6801], [-1.4374, 4.1254, -1.2585], [-0.8165, 6.7329, -1.7054], [1.8944, 7.2934, -1.3392], [3.5096, 5.3776, -0.7261], [-3.5026, -2.8412, -3.9307], [-2.1800, -2.6852, -3.5249], [-1.5452, -1.4569, -3.6767], [-2.2359, -0.3802, -4.2258], [-3.5587, -0.5353, -4.6281], [-4.1913, -1.7667, -4.4848], [-3.9966, -3.8006, -3.8150], [-1.6438, -3.5226, -3.0903], [-0.5131, -1.3374, -3.3662], [-1.7427, 0.5788, -4.3393], [-4.0975, 0.3048, -5.0547], [-5.2213, -1.8885, -4.8036], [-4.0689, -3.9254, -0.3358], [-4.8188, -5.0971, -0.3037], [-4.4117, -6.1632, 0.4926], [-3.2589, -6.0536, 1.2647], [-2.5110, -4.8804, 1.2352], [-2.9132, -3.8178, 0.4320], [-4.3846, -3.0957, -0.9594], [-5.7214, -5.1798, -0.9007], [-4.9930, -7.0791, 0.5124], [-2.9438, -6.8829, 1.8894], [-1.6131, -4.7945, 1.8384], [-2.3271, -2.9055, 0.4049], [7.0053, -0.0147, 1.5386], [7.0151, -0.4793, 2.8502], [5.9197, -0.2505, 3.6780], [4.8098, 0.4350, 3.1907], [4.7990, 0.8962, 1.8779], [5.8978, 0.6754, 1.0530], [7.8607, -0.1902, 0.8941], [7.8776, -1.0196, 3.2280], [5.9300, -0.6070, 4.7028], [3.9539, 0.6096, 3.8337], [3.9330, 1.4289, 1.4977], [5.8908, 1.0398, 0.0314]], "forces_ev_per_a": [[-3.57, 3.51, -0.08], [2.98, -2.32, -1.45], [-1.13, -1.46, 3.47], [-1.71, -0.13, -1.00], [-0.12, 1.67, 0.57], [0.12, -0.08, -0.29], [-0.90, -0.40, -0.12], [2.94, 2.67, -0.09], [2.86, -3.72, 1.52], [-1.82, -2.36, 0.09], [-0.04, 0.87, -0.20], [-3.83, 5.09, -1.65], [0.71, 0.14, -1.47], [0.41, -1.50, 0.84], [1.18, -0.24, -1.04], [-0.39, 1.17, -0.78], [1.52, -0.61, 0.67], [-0.21, 0.30, 0.08], [0.08, 0.19, 0.36], [1.70, 0.39, 0.20], [1.34, -0.96, 0.38], [-0.49, -1.75, 0.21], [-1.86, -0.37, -0.16], [-0.01, 0.08, -0.02], [-0.02, 0.09, -0.08], [-0.05, -0.06, -0.07], [-0.06, -0.08, -0.09], [0.11, -0.07, 0.02], [0.07, -0.03, 0.06], [0.04, 0.06, 0.01], [-0.05, 0.07, -0.02], [-0.13, 0.06, 0.05], [-0.03, -0.09, 0.11], [0.04, -0.06, 0.04], [0.05, 0.01, 0.03], [-0.01, -0.05, 0.04], [0.09, 0.00, 0.04], [0.05, 0.07, 0.02], [-0.05, 0.06, -0.07], [-0.07, -0.03, -0.05], [-0.02, -0.03, 0.01], [0.07, -0.06, 0.04], [0.07, 0.01, 0.04], [0.03, 0.06, 0.01], [-0.02, 0.06, -0.05], [-0.07, 0.01, -0.07], [-0.05, -0.06, -0.01], [-0.08, 0.03, 0.04], [-0.01, 0.02, 0.01], [0.04, 0.06, -0.23], [0.15, -0.07, 0.18], [-0.01, 0.05, -0.02], [0.04, -0.06, 0.13], [-0.05, 0.00, 0.04], [-0.04, 0.04, -0.03], [-0.01, 0.01, -0.06], [0.22, -0.04, -0.23], [0.03, -0.07, 0.03], [-0.04, -0.03, 0.07]], "lowdin_charge": [0.00, -0.24, -0.11, -0.31, -0.30, 0.42, -0.34, -0.13, -0.07, -0.11, -0.18, 0.00, 0.15, 0.11, 0.10, 0.03, 0.03, -0.13, -0.12, 0.08, 0.08, 0.07, 0.09, -0.12, -0.10, -0.10, -0.11, -0.10, -0.11, 0.09, 0.10, 0.10, 0.09, 0.09, 0.09, -0.10, -0.10, -0.11, -0.11, -0.09, -0.08, 0.10, 0.10, 0.09, 0.10, 0.10, 0.11, -0.12, -0.12, -0.10, -0.08, -0.07, -0.09, 0.09, 0.09, 0.09, 0.07, 0.10, 0.10], "total_charge": -1, "total_energy_ha": -1403.334070}



| no. | highest occupied orbital energy (eV) | LUMO (hartree) |
| --- | --- | --- |
| 1 | -14.3 | -0.2261 |
| 2 | -12.7 | -0.2647 |
| 3 | -5.0 | 0.0970 |